This record from OMol25 describes an isolated molecule of CH6N4S in a non-equilibrium geometry. The level of theory is ωB97M-V/def2-TZVPD.

Last column: Löwdin charge in e.
CARTESIAN COORDINATES (ANGSTROEM)
C1 -0.302 -0.137 0.095  -0.67
H1 1.871 1.676 0.064  0.08
H2 2.189 0.166 -0.584  0.08
H3 0.037 0.892 -1.533  0.16
H4 1.181 -0.403 1.377  0.11
H5 -2.147 0.500 -0.298  0.09
H6 -1.441 -1.633 1.504  -0.04
N1 1.770 1.088 -0.767  0.04
N2 0.404 0.774 -0.543  -0.11
N3 0.248 -0.898 0.970  0.02
N4 -1.580 -0.347 -0.511  -0.42
S1 -2.229 -1.678 0.226  0.66

## Properties
SMILES	[H]/N=C(\NN)NS
energy above the lowest of the compared OMol25 structures with the same formula, charge and spin	191.17	kJ/mol
LUMO	0.023	Ha
orbital gap	9.16	eV
E	-658.79850	Ha
charge	0
M	106.15	g mol⁻¹

=====

This record from OMol25 describes an isolated molecule of CH6N4S in a non-equilibrium geometry. The level of theory is ωB97M-V/def2-TZVPD.

Last column: Löwdin charge in e.
CARTESIAN COORDINATES (ANGSTROEM)
C1 0.372 0.008 -0.018  -0.97
H1 -2.311 -0.889 -0.545  0.08
H2 -1.755 -1.260 0.969  0.09
H3 0.221 -1.748 -0.927  0.11
H4 0.232 1.756 0.872  0.10
H5 -1.572 1.459 -1.109  0.08
H6 -2.309 1.068 0.264  0.05
N1 -1.609 -1.463 -0.020  0.02
N2 -0.352 -1.024 -0.494  -0.11
N3 -0.331 1.062 0.422  -0.10
N4 -1.527 1.536 -0.112  0.04
S1 1.999 -0.076 0.126  0.61

## Properties
SMILES	NNC(=S)NN
energy above the lowest of the compared OMol25 structures with the same formula, charge and spin	50.25	kJ/mol
LUMO	0.022	Ha
orbital gap	8.92	eV
E	-658.85218	Ha
charge	0
M	106.15	g mol⁻¹

=====

This record from OMol25 describes a structure of composition CH6N6O2 in a non-equilibrium geometry. The level of theory is ωB97M-V/def2-TZVPD.

Last column: Löwdin charge in e.
CARTESIAN COORDINATES (ANGSTROEM)
C1 0.231 0.190 0.278  -0.19
N1 1.184 0.211 1.125  0.13
N2 -0.533 2.336 -0.293  0.05
N3 -0.538 0.940 -0.440  -0.01
N4 -0.047 -1.624 -0.462  -0.03
N5 1.551 1.249 1.962  -0.48
N6 0.424 -2.488 0.494  -0.09
O1 0.741 2.110 2.053  0.05
O2 2.595 1.128 2.511  0.11
H1 -1.153 2.644 0.440  0.09
H2 0.382 2.645 -0.040  0.07
H3 0.712 -1.566 -1.114  0.05
H4 0.920 -2.068 1.272  0.06
H5 -1.027 0.711 -1.288  0.14
H6 -0.415 -2.945 0.840  0.07

## Properties
energy above the lowest of the compared OMol25 structures with the same formula, charge and spin	376.40	kJ/mol
LUMO	0.003	Ha
orbital gap	9.29	eV
E	-520.45714	Ha
charge	0
M	134.10	g mol⁻¹

=====

This record from OMol25 describes a cluster of 2 separate species, CH6NO in total in a non-equilibrium geometry. The level of theory is ωB97M-V/def2-TZVPD.

Last column: Löwdin charge in e.
CARTESIAN COORDINATES (ANGSTROEM)
O1 1.406 0.469 -1.799  -0.69
H1 1.218 1.129 -1.055  -0.19
C1 -1.361 -0.367 0.902  -0.29
N1 0.008 -0.264 0.862  -0.10
H2 -1.732 -0.348 1.940  0.06
H3 -1.715 -1.300 0.527  0.05
H4 -1.899 0.430 0.355  0.07
H5 0.256 0.754 1.019  0.08
H6 0.738 -0.366 0.159  0.02

## Properties
energy above the lowest of the compared OMol25 structures with the same formula, charge and spin	92.10	kJ/mol
LUMO	0.159	Ha
orbital gap	6.67	eV
E	-171.63451	Ha
charge	-1
M	48.07	g mol⁻¹

=====

Q: Which value of E does entry 3 give?
A: -520.45714 Ha